Entry from the Open Molecules 2025 dataset: a 7-piece molecular cluster, C23H35Cl3F12N2O10 overall in a non-equilibrium geometry (wB97M-V/def2-TZVPD).

Output
Total charge ... +1
HOMO level (alpha / beta) ... -11.3 / -11.3 eV
Multiplicity ... 2
E_LUMO (alpha / beta) ... -0.14755 / -0.33602 Eh

```
85
C23H35Cl3F12N2O10 | the Open Molecules 2025 dataset | wB97M-V/def2-TZVPD
C -3.861 -2.782 4.267
C 2.748 -3.197 -2.023
C 2.625 2.036 -4.404
N -4.935 0.586 -2.621
C 4.458 -0.483 0.544
O -3.688 1.709 -1.045
C -4.974 -0.691 -1.843
H -6.032 -0.877 -1.661
H -1.495 2.518 0.481
H -3.693 -3.407 3.390
H -5.862 -2.222 3.650
H 0.500 2.698 -1.665
C -0.678 2.980 1.034
H 1.806 -0.092 -2.634
H 0.010 1.807 -2.970
H -5.090 -1.177 4.816
C -4.950 -4.629 5.258
H -6.657 0.362 -3.903
F 1.715 6.671 4.457
H 2.224 0.853 -1.208
F -4.782 -4.840 7.577
C 5.008 1.924 0.618
H -0.175 1.055 -1.414
O 0.939 5.541 1.871
H -4.262 2.489 -2.856
H -4.401 -0.782 -0.920
H -1.744 4.664 1.940
C -4.914 -1.750 3.906
H 5.531 -0.509 0.733
C -5.576 0.498 -3.906
H 5.103 2.071 -0.458
O 4.160 -1.151 -3.165
H 2.438 -5.307 -1.583
O -0.313 4.156 3.210
O 1.573 1.738 -5.012
N 4.075 0.883 0.950
C 3.849 2.622 -5.146
H -0.150 3.655 0.361
H -0.036 -0.329 2.094
C -4.228 1.660 -2.132
Cl -0.948 -2.449 2.363
O -4.113 -3.595 5.372
C 4.107 -2.212 -3.747
F 4.442 1.591 -5.679
C 1.880 0.922 -2.240
F 4.655 3.266 -4.273
H 3.891 -1.224 1.109
H -4.519 -1.135 3.096
C -5.241 -5.424 6.571
F 4.780 -1.383 -5.939
F 4.336 -3.462 -5.686
C -1.230 3.753 2.247
F 2.740 4.690 4.319
H 3.483 -3.158 -1.219
O 3.488 -3.274 -3.253
Cl -2.153 -0.300 0.891
C 1.558 5.351 4.314
O 2.806 1.702 -3.047
H 2.985 2.312 1.834
H 1.299 -4.289 -0.921
H -5.227 -0.342 -4.507
C 3.022 1.217 1.727
H -0.028 2.153 1.319
H -4.514 -1.579 -2.277
C 4.865 -2.382 -5.091
C 0.505 1.663 -2.009
H 5.966 1.710 1.093
Cl 0.418 -1.369 0.004
F 6.129 -2.607 -4.819
H -2.968 -2.182 4.443
H 4.841 2.912 1.048
H 1.248 -4.634 -2.740
F -4.505 -6.514 6.398
F 0.844 4.943 5.384
F 3.458 3.437 -6.119
O -5.513 -4.987 4.234
H 4.320 -0.573 -0.533
C 1.848 -4.431 -1.852
F -6.517 -5.681 6.576
O 2.325 0.442 2.298
H -1.843 3.035 2.791
H -5.436 1.424 -4.464
C 0.709 5.016 3.006
C -0.593 -1.009 1.448
H 2.134 -2.298 -2.061
```

Löwdin atomic charge list, values in e, 4 entries:
1 C -0.273
2 C -0.201
3 C -0.251
4 N 0.001

=====

Entry from the Open Molecules 2025 dataset: a 4-piece molecular cluster, C23H35F9O10 overall in a non-equilibrium geometry (wB97M-V/def2-TZVPD).

Output
HOMO level ... -9.5 eV
SMILES string ... COCCCCCCC[C@@H]1COC(=O)O1.CCOC(=O)C(F)(F)F.CCOC(=O)C(F)(F)F.CCOC(=O)C(F)(F)F
E_LUMO ... 0.01778 Eh

```
77
C23H35F9O10 | the Open Molecules 2025 dataset | wB97M-V/def2-TZVPD
H 0.625 2.436 -0.352
H -0.853 -0.076 1.557
F 2.002 3.518 4.668
H 0.571 0.745 0.108
C 3.095 -2.692 -9.822
C 0.745 0.122 5.084
H -4.038 -7.412 -0.939
C -3.320 -3.624 -2.177
O -1.277 -1.719 7.175
H -4.230 -5.738 -0.404
C -0.658 1.260 -1.543
H -1.609 0.778 4.021
O 1.337 -1.518 -8.823
C -3.757 -2.333 -2.888
H 2.007 -1.283 6.089
H -2.022 2.260 0.445
O -3.712 -4.669 -2.883
H -2.406 0.642 1.954
H 1.136 0.207 -2.091
H 0.770 -0.217 2.957
H 1.463 0.780 5.560
C -4.287 -6.403 -1.265
H -1.182 2.123 -1.942
O -2.695 -3.632 -1.161
C 0.461 0.946 -2.534
C 0.634 0.817 -8.759
C 1.752 4.024 8.801
H 0.046 -1.288 -4.651
H -1.532 -0.739 -4.093
O 3.415 -0.732 -8.456
C 1.367 -1.284 5.202
F 4.351 -2.542 -10.214
C -1.338 0.828 1.906
F 1.817 5.630 5.092
H -0.668 2.795 1.447
F -5.018 -2.401 -3.310
H 1.256 1.375 3.446
H -3.390 -6.640 -3.207
H 2.187 4.990 10.668
H 0.057 0.664 -9.671
O 3.913 3.969 7.184
O 0.274 -2.129 5.524
H -0.839 2.235 3.476
H -2.308 -5.935 -2.013
H -5.316 -6.393 -1.626
C 0.528 0.592 3.638
C -0.865 1.160 3.333
F 3.742 4.794 4.620
H 3.255 5.476 9.347
C 2.602 4.566 5.251
C 2.653 -1.505 -8.950
O 1.699 4.330 7.393
H 0.735 3.758 9.076
H 1.605 6.085 9.401
C -0.557 -1.328 6.269
F -2.972 -2.112 -3.954
F 3.005 -3.828 -9.123
H -0.339 -1.327 -2.927
H -0.211 -0.846 -7.698
H 1.032 1.861 -2.668
O 0.000 0.562 -3.803
C 2.230 5.214 9.604
H -1.338 0.416 -1.461
C -3.340 -5.961 -2.359
F -3.653 -1.287 -2.081
C 2.845 4.258 6.738
C -0.482 -0.774 -3.852
H 1.610 1.206 -9.048
O -0.461 -0.062 5.807
C -1.075 1.965 0.879
C -0.044 1.593 -0.186
H 2.380 3.149 8.966
H 1.994 -1.612 4.386
F 2.327 -2.811 -10.906
H 1.366 -0.356 -7.093
C 0.770 -0.482 -7.996
H 0.133 1.562 -8.144
```

Löwdin atomic charge list, values in e, 4 entries:
1 H 0.110
2 H 0.098
3 F 0.157
4 H 0.106

=====

Entry from the Open Molecules 2025 dataset: C23H35N2OTc as an isolated structure in a non-equilibrium geometry (wB97M-V/def2-TZVPD).

Output
Total charge ... +1
HOMO level (alpha / beta) ... -8.4 / -10.4 eV
Multiplicity ... 4
E_LUMO (alpha / beta) ... -0.09889 / -0.13857 Eh
Relative energy (zero: lowest compared OMol25 entry of this formula, charge and spin) ... 191.6 kJ/mol

```
62
C23H35N2OTc | the Open Molecules 2025 dataset | wB97M-V/def2-TZVPD
C -3.059 0.640 -1.348
H 3.925 0.418 1.695
H -1.614 3.962 -1.235
C 0.046 -2.758 -1.097
H 2.253 -2.512 4.622
C 1.703 -1.620 4.325
C 0.304 3.156 1.633
H -4.394 -0.275 0.914
C -2.310 1.108 -0.148
C -2.250 -3.919 -0.154
N 2.957 0.308 1.428
H -0.062 4.099 2.060
C -1.558 1.350 2.032
C -2.533 0.707 1.220
N 2.522 -0.864 3.394
H 2.815 -2.323 -3.068
C 0.017 -4.149 -0.987
H -0.139 -2.960 -3.497
H -1.273 -5.813 -0.460
H -1.187 2.563 -2.223
H -2.849 -1.922 0.346
H 1.902 -3.833 -2.674
H -0.194 -1.945 1.012
C 0.516 0.466 -1.357
H -3.761 1.401 -1.711
H -3.614 -0.281 -1.132
C 0.163 -1.927 -3.245
C 2.227 -2.856 -2.310
C -1.305 2.143 -0.142
C -0.676 -2.062 -0.011
H 0.775 -1.520 -4.065
H -2.369 0.429 -2.178
C 2.089 -0.393 2.215
C -0.793 2.247 1.191
H 2.332 -0.571 -0.980
C -2.025 -2.580 0.067
C -1.388 1.160 3.501
C -0.994 3.060 -1.274
C 0.967 -2.031 -1.937
H 0.942 3.416 0.782
C 1.313 -0.721 -1.306
H 1.500 -1.018 5.212
H 0.885 -4.798 -1.149
C -1.170 -4.744 -0.505
H 0.765 -1.907 3.852
H -1.343 0.091 3.739
Tc -0.485 0.235 0.469
H 2.850 -3.051 -1.440
H -4.169 0.346 2.557
H -2.214 1.587 4.086
C -3.666 -0.127 1.710
H -3.320 -1.099 2.055
H -0.753 -1.338 -3.106
H 0.927 2.677 2.397
H 3.490 -0.681 3.608
H -0.268 0.501 -2.122
O 0.880 -0.577 1.861
H 1.042 1.445 -1.288
H 0.047 3.374 -1.236
H -0.462 1.625 3.850
H -3.259 -4.317 -0.038
H 2.686 0.493 0.463
```

Löwdin atomic charge list, values in e, 4 entries:
1 C -0.014
2 H 0.121
3 H 0.108
4 C -0.230

=====

Entry from the Open Molecules 2025 dataset: one molecule with the formula C23H35N5O3S in a non-equilibrium geometry (wB97M-V/def2-TZVPD).

Output
HOMO level ... -7.6 eV
SMILES string ... CCN(CC)CCN(Cc1cc2cc3c(cc2[nH]c1=O)OCO3)C(=S)NCCCN(C)C
E_LUMO ... 0.01833 Eh
Relative energy (zero: lowest compared OMol25 entry of this formula, charge and spin) ... 2.7 kJ/mol

```
67
C23H35N5O3S | the Open Molecules 2025 dataset | wB97M-V/def2-TZVPD
H -0.660 2.907 3.434
N -0.593 0.735 0.877
H 0.113 1.338 3.249
C 0.192 -1.710 -0.126
H -1.366 -4.499 2.423
H -0.699 -0.034 -2.881
C 1.346 -0.649 -2.922
C -0.063 -0.781 -2.400
H -2.555 0.646 2.958
H 0.773 -1.363 0.733
H 7.162 2.621 -6.625
H -1.650 0.595 4.484
N -1.699 -1.866 1.483
C -1.218 -2.354 2.769
H -3.270 1.030 5.973
C 3.705 1.902 -4.255
O 1.812 -2.960 -2.574
C -2.001 1.259 3.689
C -1.034 -2.504 0.349
H -4.499 0.906 4.691
C 6.978 2.446 -5.553
C -3.153 -1.847 1.372
C -0.892 2.009 1.494
H -0.926 -0.105 1.352
C -3.814 1.593 5.216
N 3.431 -1.679 -3.466
C -3.631 -0.794 0.375
H -1.886 2.359 1.189
C 2.163 -1.851 -2.955
C 3.975 -0.501 -3.894
C -3.560 3.078 3.370
C -1.664 -3.764 3.168
N -0.148 -0.579 -0.966
H -0.707 -3.520 0.600
H -4.189 3.783 3.911
H -3.330 0.201 0.691
H -4.408 2.357 5.715
O 5.722 2.974 -5.194
H -2.836 3.645 2.789
H -4.197 2.501 2.680
H 4.002 -2.516 -3.506
H -3.557 -1.605 2.358
H -0.125 -2.318 2.740
C -0.786 1.910 3.013
C -0.427 0.645 -0.459
H -1.203 -4.033 4.114
H -3.551 -2.831 1.078
C 5.767 0.751 -4.788
S -0.543 1.995 -1.426
H -4.716 -0.822 0.307
H -0.166 2.734 1.113
O 6.994 1.057 -5.295
H -0.430 -1.787 -2.622
H 5.897 -1.354 -4.433
H 0.820 -2.377 -0.720
H 1.236 1.422 -3.294
H -1.555 -1.650 3.535
H -3.221 -0.969 -0.616
H -2.744 -3.812 3.286
H -1.734 -2.585 -0.484
H 3.104 2.793 -4.203
H 7.769 2.937 -4.965
C 4.985 1.919 -4.725
C 5.291 -0.465 -4.382
N -2.871 2.236 4.325
C 3.183 0.663 -3.830
C 1.852 0.536 -3.339
```

Löwdin atomic charge list, values in e, 4 entries:
1 H 0.114
2 N 0.002
3 H 0.111
4 C -0.117

=====

no.,energy (eV)
1,-118040.2746
2,-69351.0603
3,-31636.0012
4,-48847.6256